The following is a quantum chemistry calculation of a single C5H3N molecule in a non-equilibrium geometry, from the Open Molecules 2025 dataset.

Element x y z (Å)
C: 0.276 0.401 0.854
C: 0.903 -0.750 0.211
C: -0.825 0.174 -1.016
C: -0.830 0.871 0.125
C: 0.289 -0.938 -0.947
N: -0.618 -0.583 -1.991
H: 0.557 0.559 1.945
H: 1.736 -1.452 0.447
H: -1.488 1.719 0.373

Values from the calculation:
* total energy: -246.81286 Eh
* HOMO (alpha / beta): -6.33 / -9.74 eV
* ΔE to the lowest compared entry with this formula, charge and spin: 54.7 kJ/mol
* HOMO-LUMO gap (alpha / beta): 7.39 / 7.88 eV
* ⟨S²⟩: 2.036
* spin multiplicity: 3
* LUMO energy (alpha / beta): 0.039 / -0.068 Ha

---

The following is a quantum chemistry calculation of an isolated ion of composition C5H3N2O2 and charge -1 in a non-equilibrium geometry, from the Open Molecules 2025 dataset.

Element x y z (Å)
C: -2.973 -0.539 0.330
C: -1.873 -0.191 -0.140
C: -0.790 -0.015 -0.996
C: 0.696 -1.304 -0.050
C: 1.253 0.981 -0.030
N: 0.049 1.108 -0.601
N: 1.583 -0.342 0.230
O: 0.856 -2.492 0.172
O: 1.990 1.900 0.336
H: -3.297 -0.509 1.285
H: -0.034 2.025 -1.047
H: 2.541 -0.621 0.511

Values from the calculation:
* total energy: -452.23454 Eh
* HOMO: -3.16 eV
* ΔE to the lowest compared entry with this formula, charge and spin: 90.2 kJ/mol
* HOMO-LUMO gap: 6.99 eV
* spin multiplicity: 1
* net charge: -1
* LUMO energy: 0.141 Ha

---

The following is a quantum chemistry calculation of a 2-piece molecular cluster, C5H3N3Si overall in a non-equilibrium geometry, from the Open Molecules 2025 dataset.

Element x y z (Å)
C: 3.000 -0.635 1.487
C: 1.665 1.377 -0.270
C: 3.749 -0.474 -1.394
C: -0.596 -0.918 1.172
C: -0.505 -1.357 0.059
N: 2.797 -1.318 2.383
N: 1.275 2.453 -0.621
N: 4.246 -0.971 -2.293
Si: 3.210 0.499 0.041
H: 0.349 2.807 -0.907
H: -0.582 -0.781 2.226
H: -0.736 -1.217 -0.967

Values from the calculation:
* total energy: -645.90877 Eh
* HOMO (alpha / beta): -8.75 / -8.75 eV
* ΔE to the lowest compared entry with this formula, charge and spin: 347.4 kJ/mol
* HOMO-LUMO gap (alpha / beta): 7.49 / 7.49 eV
* spin multiplicity: 1
* SMILES: N#C[Si](=C=N)C#N.C#C
* LUMO energy (alpha / beta): -0.046 / -0.046 Ha

---

The following is a quantum chemistry calculation of a single C5H3N4P molecule in a non-equilibrium geometry, from the Open Molecules 2025 dataset.

Element x y z (Å)
C: 1.020 1.859 -2.273
C: -0.824 -0.881 -1.154
C: 0.734 1.232 -1.010
C: 0.067 0.084 -1.015
C: -0.682 -1.116 1.697
N: 1.328 2.293 -3.278
N: -1.410 -1.873 -1.129
N: 1.346 1.716 0.027
N: -0.061 -0.009 1.221
P: 1.086 1.070 1.503
H: -0.209 -2.005 1.184
H: -0.662 -1.213 2.771
H: -1.734 -1.158 1.457

Values from the calculation:
* total energy: -752.54848 Eh
* HOMO (alpha / beta): -9.77 / -9.77 eV
* ΔE to the lowest compared entry with this formula, charge and spin: 114.9 kJ/mol
* HOMO-LUMO gap (alpha / beta): 7.70 / 7.70 eV
* spin multiplicity: 1
* LUMO energy (alpha / beta): -0.076 / -0.076 Ha

---

The following is a quantum chemistry calculation of C5H3N4S2 as an isolated structure in a non-equilibrium geometry, from the Open Molecules 2025 dataset.

Element x y z (Å)
C: 1.284 0.269 0.509
C: -0.343 1.716 -2.258
C: 0.484 0.711 -0.552
C: -0.806 0.329 -0.879
C: 0.899 -0.693 1.422
N: 0.745 1.679 -1.489
N: -1.350 0.874 -1.929
N: -0.310 -1.352 1.411
N: -1.248 -1.396 0.498
S: -2.624 -2.157 0.711
S: 1.874 -1.149 2.747
H: 2.254 0.720 0.653
H: -0.438 2.400 -3.082
H: -0.422 -1.951 2.238

Values from the calculation:
* total energy: -1207.62973 Eh
* HOMO (alpha / beta): -3.60 / -3.39 eV
* ΔE to the lowest compared entry with this formula, charge and spin: 90.5 kJ/mol
* HOMO-LUMO gap (alpha / beta): 6.01 / 5.37 eV
* spin multiplicity: 1
* net charge: -1
* LUMO energy (alpha / beta): 0.088 / 0.073 Ha

---

The following is a quantum chemistry calculation of a single C5H3NO molecule in a non-equilibrium geometry, from the Open Molecules 2025 dataset.

Element x y z (Å)
O: -0.283 0.704 1.021
C: -0.114 -0.557 0.527
C: -0.071 -0.518 -0.819
C: -0.046 0.858 -1.209
C: -0.225 1.548 -0.027
C: 0.113 -1.634 1.417
N: 0.334 -2.558 2.080
H: 0.019 -1.321 -1.536
H: 0.943 0.670 -1.644
H: -0.396 2.587 0.240

Values from the calculation:
* total energy: -322.20904 Eh
* HOMO: -9.49 eV
* ΔE to the lowest compared entry with this formula, charge and spin: 217.3 kJ/mol
* HOMO-LUMO gap: 9.60 eV
* spin multiplicity: 1
* SMILES: N#Cc1ccco1
* LUMO energy: 0.004 Ha

---

The following is a quantum chemistry calculation of a 2-piece molecular cluster, C5H3NO overall in a non-equilibrium geometry, from the Open Molecules 2025 dataset.

Element x y z (Å)
C: 1.318 -2.116 -1.870
C: -2.295 -3.158 -1.467
C: 0.617 -1.491 -1.061
C: -0.338 0.181 0.421
C: -0.813 1.210 1.008
N: -0.160 -0.758 -0.365
O: -2.223 -2.920 -0.368
H: 1.878 -2.841 -2.412
H: -1.403 1.237 1.939
H: -0.483 2.124 0.668

Values from the calculation:
* total energy: -322.15904 Eh
* HOMO: -8.46 eV
* ΔE to the lowest compared entry with this formula, charge and spin: 348.6 kJ/mol
* HOMO-LUMO gap: 8.69 eV
* spin multiplicity: 1
* LUMO energy: 0.008 Ha

---

The following is a quantum chemistry calculation of a single C5H3NO2 molecule in a non-equilibrium geometry, from the Open Molecules 2025 dataset.

Element x y z (Å)
C: -0.183 0.018 0.091
C: 1.307 0.008 0.548
C: -0.724 1.267 -0.434
C: -1.241 2.292 -0.733
C: -0.018 -0.926 -1.095
H: -0.184 -0.326 1.850
H: 2.105 0.114 -0.419
H: -1.886 3.156 -0.919
N: -0.111 -1.775 -1.874
O: -0.840 -0.513 1.126
O: 1.577 -0.297 1.666

Values from the calculation:
* total energy: -397.42214 Eh
* HOMO: -11.00 eV
* ΔE to the lowest compared entry with this formula, charge and spin: 290.1 kJ/mol
* HOMO-LUMO gap: 10.94 eV
* spin multiplicity: 1
* SMILES: C#C[C@@](O)(C#N)C=O
* LUMO energy: -0.002 Ha

---

The following is a quantum chemistry calculation of a single C5H3NO2 molecule in a non-equilibrium geometry, from the Open Molecules 2025 dataset.

Element x y z (Å)
C: -0.091 -1.249 -0.382
C: -0.908 -0.673 0.476
C: -1.759 0.446 0.144
C: 0.581 1.214 0.044
C: 0.581 -0.291 0.481
N: -0.811 1.517 0.087
O: -2.890 0.538 -0.188
O: 1.464 2.041 -0.134
H: 0.053 -2.091 -1.130
H: 1.343 -0.629 1.115
H: -1.322 2.298 -0.219

Values from the calculation:
* total energy: -397.44960 Eh
* HOMO: -9.80 eV
* ΔE to the lowest compared entry with this formula, charge and spin: 218.0 kJ/mol
* HOMO-LUMO gap: 9.05 eV
* spin multiplicity: 1
* SMILES: O=C1NC(=O)[C@@H]2C=C12
* LUMO energy: -0.027 Ha

---

The following is a quantum chemistry calculation of a single C5H3NO3 molecule in a non-equilibrium geometry, from the Open Molecules 2025 dataset.

Element x y z (Å)
C: 1.804 -0.119 -0.119
C: 1.206 -1.448 0.215
C: -0.157 -0.679 0.228
C: 0.481 0.523 0.096
C: -1.593 -0.415 0.024
H: 1.379 -2.181 -0.544
H: 1.465 -2.083 1.132
H: -0.111 2.436 0.568
N: -0.351 1.582 -0.114
O: 2.918 0.389 -0.235
O: -1.672 1.096 0.180
O: -2.585 -1.037 -0.323

Values from the calculation:
* total energy: -472.65633 Eh
* HOMO: -9.85 eV
* ΔE to the lowest compared entry with this formula, charge and spin: 319.5 kJ/mol
* HOMO-LUMO gap: 8.84 eV
* spin multiplicity: 1
* SMILES: O=C1Cc2c1[nH]oc2=O
* LUMO energy: -0.037 Ha

---

The following is a quantum chemistry calculation of a 2-piece molecular cluster, C5H3NO4 overall in a non-equilibrium geometry, from the Open Molecules 2025 dataset.

Element x y z (Å)
C: -2.788 -0.083 0.549
C: -1.425 0.343 -0.097
C: -1.052 1.600 -0.227
C: 0.469 1.435 -0.395
C: 0.709 0.103 -0.237
H: -3.577 0.804 1.399
H: -1.615 2.479 -0.582
H: 1.053 2.266 -0.395
N: 2.106 -0.418 0.059
O: -3.046 -1.286 -0.149
O: -0.465 -0.578 0.030
O: 2.291 -1.552 -0.287
O: 2.958 0.540 0.608

Values from the calculation:
* total energy: -547.71221 Eh
* HOMO: -10.08 eV
* ΔE to the lowest compared entry with this formula, charge and spin: 652.6 kJ/mol
* HOMO-LUMO gap: 8.69 eV
* spin multiplicity: 1
* LUMO energy: -0.051 Ha

---

The following is a quantum chemistry calculation of a single C5H3NS molecule in a non-equilibrium geometry, from the Open Molecules 2025 dataset.

Element x y z (Å)
C: -1.020 -0.364 -0.003
C: 0.226 -0.945 -0.007
C: -1.156 1.024 0.004
C: 1.481 -0.235 -0.003
C: 1.099 1.079 -0.002
N: 0.015 1.654 0.000
S: 2.995 -0.784 0.005
H: -1.899 -0.988 -0.003
H: 0.333 -2.017 -0.008
H: -2.074 1.578 0.018

Values from the calculation:
* total energy: -645.13762 Eh
* HOMO (alpha / beta): -7.80 / -7.80 eV
* ΔE to the lowest compared entry with this formula, charge and spin: 0.0 kJ/mol
* HOMO-LUMO gap (alpha / beta): 5.72 / 5.72 eV
* spin multiplicity: 1
* LUMO energy (alpha / beta): -0.077 / -0.077 Ha